ORCA calculation (wB97M-V/def2-TZVPD) on a molecular structure, C19H22BiN7O4S2 in a non-equilibrium geometry.

Geometry (Å):
C (-3.069, 1.836, -0.248)
C (0.362, 2.117, 1.447)
S (3.031, 0.497, -1.387)
O (-4.526, 0.267, -1.374)
N (-2.937, 1.850, 3.212)
H (0.547, -3.367, 3.660)
H (-0.978, -3.307, -1.701)
H (-3.528, 1.772, -2.418)
N (-2.985, 0.896, 0.924)
C (0.208, 4.502, 1.083)
C (3.683, -0.779, -2.337)
H (1.098, -4.342, 2.499)
N (1.295, -3.462, 2.991)
C (0.352, 3.451, 1.917)
H (-3.978, 2.490, -0.120)
C (-3.820, -0.324, 0.924)
C (5.089, -0.774, -2.636)
C (3.439, -2.834, -3.506)
H (2.644, -3.477, -3.828)
C (0.116, 2.907, -0.749)
O (1.594, -1.782, -2.649)
H (-0.347, 1.803, 4.153)
C (0.543, 1.012, 2.300)
H (0.006, 5.056, -0.946)
C (5.639, -1.842, -3.301)
H (-2.510, 0.459, -1.880)
Bi (0.433, -0.580, -0.550)
C (0.527, 1.201, 3.825)
H (-4.747, 0.011, 1.404)
H (-4.896, -1.600, -0.480)
H (0.404, 0.235, 4.342)
N (0.211, 1.822, 0.126)
C (-4.135, -0.835, -0.502)
O (-2.616, -3.650, -0.734)
O (-1.301, -1.992, -0.027)
N (0.647, -0.197, 1.714)
S (1.771, -2.673, 0.437)
H (0.109, 2.687, -1.808)
H (-2.119, 2.412, -0.338)
H (6.719, -1.876, -3.528)
N (2.915, -1.773, -2.821)
C (-2.895, 1.434, 2.126)
C (1.158, -2.351, 2.114)
C (4.772, -2.845, -3.807)
C (-1.641, -2.977, -0.858)
H (5.188, -3.738, -4.309)
C (-3.379, 1.075, -1.576)
H (-3.301, -1.072, 1.583)
H (5.709, -0.033, -2.282)
H (0.588, 3.700, 2.941)
C (0.020, 4.237, -0.277)
H (0.016, 5.453, 1.443)
H (1.419, 1.793, 4.133)
H (-3.237, -1.218, -0.942)
N (0.695, -1.275, 2.618)

## Properties
- LUMO (spin up / spin down): 2.7 / 2.5 eV
- ⟨S²⟩: 0.77
- HOMO level (spin up / spin down): -3.0364 / -5.0680 eV
- Kohn-Sham gap (spin up / spin down): 5.7642 / 7.5953 eV
- Charge: -1
- Largest force on an atom: 3.3 eV/Å
- Spin multiplicity: 2

=====

ORCA calculation (wB97M-V/def2-TZVPD) on C19H22ClNO3S in the gas phase.

Geometry (Å):
C (3.456, 0.659, 0.837)
H (3.042, -1.355, 1.415)
C (-4.261, 0.167, -1.221)
C (3.325, -0.698, 0.606)
S (-0.661, -1.003, 1.698)
C (3.250, -2.693, -0.907)
C (-0.175, -0.067, 0.226)
C (-2.069, -1.958, 1.000)
H (-3.925, -0.716, 2.513)
C (4.278, 3.731, -0.936)
H (-1.676, -2.565, 0.185)
O (3.931, 2.831, 0.086)
H (3.570, -0.264, 3.386)
H (3.546, 3.717, -1.751)
H (4.094, -0.803, -2.676)
C (-3.278, -0.710, -0.800)
H (-1.026, 0.521, -0.123)
C (3.548, -1.241, -0.658)
N (0.897, -2.100, -0.553)
C (0.381, -0.908, -0.917)
C (-5.126, 0.717, -0.289)
C (-5.013, 0.402, 1.057)
C (3.923, -0.403, -1.689)
H (1.704, -2.392, -2.406)
Cl (-6.360, 1.810, -0.808)
O (3.226, 1.274, 2.032)
C (-3.154, -1.045, 0.544)
H (1.505, -3.882, -1.445)
C (4.074, 0.959, -1.473)
C (3.835, 1.508, -0.226)
H (4.280, 4.716, -0.471)
H (2.699, 1.180, 3.954)
H (3.366, -3.265, 0.017)
H (0.962, -2.285, 0.440)
H (1.858, -0.010, 2.932)
H (-5.689, 0.840, 1.773)
H (-2.601, -1.135, -1.528)
O (0.324, -0.511, -2.061)
H (4.366, 1.588, -2.299)
C (2.817, 0.487, 3.123)
H (-2.393, -2.597, 1.821)
H (0.611, 0.619, 0.548)
H (5.274, 3.520, -1.339)
H (3.922, -3.107, -1.658)
H (-4.353, 0.424, -2.264)
C (1.801, -2.829, -1.410)
C (-4.026, -0.474, 1.466)

## Properties
- LUMO: 0.5 eV
- HOMO level: -8.0151 eV
- Kohn-Sham gap: 8.5169 eV
- Largest force on an atom: 0.6 eV/Å
- SMILES string: COc1ccc(CCNC(=O)CSCc2ccc(Cl)cc2)cc1OC

=====

ORCA calculation (wB97M-V/def2-TZVPD) on a molecular structure, C19H22CsN4OS3 in a non-equilibrium geometry.

Geometry (Å):
H (-1.865, 0.956, 1.608)
C (-2.938, 1.435, 5.285)
C (-2.164, 1.090, 2.636)
H (0.433, -2.398, 2.958)
N (-1.041, -1.390, 0.940)
Cs (1.038, -0.605, -2.035)
C (-2.201, 2.424, 4.649)
H (1.895, 2.568, -6.148)
H (6.389, -0.658, 0.273)
H (-4.209, -1.568, 3.034)
H (2.438, 1.311, -5.041)
N (-1.553, 1.384, -4.516)
C (4.640, -1.444, -0.653)
H (-3.453, 2.220, -4.174)
C (-3.279, 0.281, 4.590)
H (0.093, -3.572, 1.718)
C (-1.819, 2.243, 3.325)
H (5.128, -1.628, -1.603)
C (-3.278, -1.213, 2.584)
H (5.270, -0.280, 2.485)
S (0.093, 3.485, -4.262)
C (-2.567, 1.912, -3.617)
H (-1.707, 0.461, -4.890)
C (-0.387, 1.973, -4.830)
H (-2.147, 2.781, -3.116)
H (2.116, 0.907, -6.741)
H (-1.247, 3.013, 2.824)
N (0.260, -1.182, 0.417)
H (0.168, 0.229, -5.676)
H (-2.516, -1.966, 2.793)
C (1.790, 1.515, -5.898)
C (2.639, -1.548, 0.705)
H (-1.935, 3.328, 5.182)
H (2.870, -0.867, 2.702)
C (3.270, -1.820, -0.544)
H (-3.255, 1.561, 6.313)
C (5.342, -0.911, 0.405)
O (2.631, -2.322, -1.552)
C (1.171, -1.860, 1.015)
C (-2.898, 0.089, 3.265)
N (0.400, 1.210, -5.644)
H (1.757, -3.419, 2.344)
S (-2.070, -1.282, -1.680)
C (-2.000, -1.309, 0.069)
C (0.854, -2.876, 2.070)
H (-3.859, -0.493, 5.083)
H (-2.810, 1.143, -2.884)
S (-3.608, -1.191, 0.830)
C (3.391, -1.023, 1.760)
C (4.730, -0.695, 1.646)

## Properties
- LUMO: 1.9 eV
- HOMO level: -4.3619 eV
- Kohn-Sham gap: 6.2628 eV
- Charge: -1
- Largest force on an atom: 3.4 eV/Å

=====

ORCA calculation (wB97M-V/def2-TZVPD) on a molecular structure, C19H22HfN6O3 in a non-equilibrium geometry.

Geometry (Å):
N (1.199, 1.744, -0.441)
H (-3.158, 2.978, 1.943)
H (1.754, -0.953, 3.276)
N (-1.070, -1.804, -0.445)
O (0.731, -3.708, 1.749)
C (-0.611, -1.250, -3.059)
H (-2.331, 0.064, -2.829)
C (-0.487, 1.172, -2.896)
H (-4.083, 1.461, 1.899)
C (1.015, 2.893, -0.385)
Hf (0.267, -0.159, -1.168)
C (3.064, -1.976, -0.888)
H (4.809, -2.818, -0.151)
N (-2.047, 1.259, 2.136)
O (-1.201, 0.784, 0.063)
C (-3.176, 1.959, 1.537)
N (-0.045, 0.058, 1.920)
C (0.767, -1.297, -3.241)
H (-2.875, 1.729, 3.973)
H (-3.556, -3.466, 0.284)
C (1.011, 4.319, -0.434)
C (-2.193, -2.103, -0.389)
O (3.710, 0.877, 1.707)
C (-2.026, 1.218, 3.502)
C (0.907, 1.106, -3.044)
H (3.981, -3.754, -1.429)
H (-3.701, -3.040, -1.456)
C (-1.000, 0.577, 4.097)
H (-1.172, -2.183, -3.060)
C (-1.075, 0.690, 1.363)
N (0.948, -0.760, 3.838)
H (1.528, 2.002, -3.020)
C (1.522, -0.125, -3.239)
C (-0.025, -0.010, 3.258)
H (-0.999, 2.127, -2.801)
C (4.254, -2.742, -1.093)
H (-0.002, 4.729, -0.537)
N (2.082, -1.355, -0.819)
H (-4.277, -1.907, -0.196)
C (0.750, -2.626, 1.367)
H (1.619, 4.631, -1.296)
H (1.458, 4.702, 0.489)
C (-1.250, -0.008, -2.908)
C (2.728, 0.392, 1.348)
H (4.887, -2.246, -1.847)
H (-3.091, 1.938, 0.447)
H (2.607, -0.141, -3.332)
H (1.077, -0.566, 4.828)
H (-0.948, 0.514, 5.173)
C (-3.510, -2.650, -0.444)
H (1.233, -2.274, -3.345)

## Properties
- LUMO: -15.0 eV
- HOMO level: -20.5869 eV
- Kohn-Sham gap: 5.5816 eV
- Charge: +4
- Largest force on an atom: 9.4 eV/Å

=====

ORCA calculation (wB97M-V/def2-TZVPD) on C19H22N2O2 in the gas phase in a non-equilibrium geometry.

Geometry (Å):
H (2.093, -5.105, -0.138)
C (-1.835, 2.685, 0.731)
H (3.292, -0.186, 1.394)
H (2.827, -3.042, -1.131)
C (-1.283, -1.026, 0.242)
C (-4.209, 0.920, -0.190)
C (0.111, -4.247, 0.331)
H (5.447, 0.611, 1.419)
C (-5.300, -0.091, -0.625)
H (-1.694, 2.870, 2.002)
C (4.931, 1.333, -0.594)
O (0.800, 1.981, -1.505)
C (0.966, -1.918, -0.754)
C (4.845, 1.491, 0.827)
H (0.389, 1.617, 1.742)
C (-0.699, -3.062, 0.530)
H (-5.059, -0.622, -1.639)
H (-1.635, -3.317, 1.102)
H (-2.899, 3.227, 0.622)
H (-0.982, 3.041, 0.250)
O (-4.548, 2.161, 0.033)
C (1.249, 1.427, -0.076)
C (3.549, 2.053, -1.103)
C (1.853, -2.898, -0.661)
C (-0.229, -2.067, -0.016)
C (1.481, -4.389, -0.276)
C (-1.877, 1.019, 0.241)
H (3.161, 1.611, -2.168)
C (3.375, 0.704, 1.103)
H (-3.165, -1.705, -0.610)
N (2.723, 1.439, -0.045)
H (-5.540, -0.857, -0.080)
N (-0.880, 0.292, 0.492)
H (-6.422, 0.335, -0.804)
H (2.995, 1.290, 1.872)
H (4.977, 0.297, -1.060)
H (3.569, 3.077, -0.995)
H (0.869, -0.032, 1.440)
C (0.438, 0.753, 0.797)
H (5.698, 1.857, -1.046)
C (-2.948, 0.409, -0.030)
C (-2.558, -0.865, -0.314)
H (0.020, -5.190, 0.778)
H (5.012, 2.529, 1.305)
H (1.185, -0.998, -0.961)

## Properties
- LUMO: 0.2 eV
- HOMO level: -8.3291 eV
- Kohn-Sham gap: 8.5075 eV
- Largest force on an atom: 15.8 eV/Å
- SMILES string: CC(=O)c1cc(-c2ccccc2)n(CC(=O)N2CCCC2)c1C

=====

ORCA calculation (wB97M-V/def2-TZVPD) on C19H22N2O3 in the gas phase.

Geometry (Å):
C (1.800, -2.169, 0.936)
N (-2.710, 1.520, 0.091)
H (0.622, -0.794, -0.313)
C (2.404, 0.797, -1.503)
C (4.077, -0.638, -0.208)
H (-1.847, -2.058, -1.874)
H (3.385, -3.327, 1.838)
C (0.248, 2.993, -0.012)
C (-2.897, -0.626, -0.674)
C (-3.905, 1.034, 0.612)
H (-3.599, -3.789, -1.531)
C (-5.001, -1.306, 0.305)
H (-5.575, -3.313, -0.167)
H (-2.985, 3.313, 1.018)
H (3.460, -3.233, 0.075)
C (1.638, -1.038, -0.034)
H (1.431, 0.685, -1.981)
C (2.413, 2.143, -0.764)
C (4.193, -1.474, 1.063)
O (0.168, 3.818, -0.896)
H (5.221, -1.816, 1.193)
O (-0.981, 0.757, -1.231)
C (-2.231, 2.857, 0.372)
H (-5.869, -1.090, 0.909)
C (2.643, -0.344, -0.553)
H (1.493, -1.831, 1.933)
H (2.265, 2.962, -1.470)
H (3.930, -0.863, 1.929)
H (3.363, 2.288, -0.237)
H (1.129, -2.987, 0.659)
C (-3.707, -2.817, -1.074)
C (3.243, -2.664, 0.982)
H (4.533, -1.177, -1.045)
H (-0.721, 1.942, 1.638)
N (1.334, 2.219, 0.194)
H (1.273, 1.438, 0.830)
C (-2.044, 0.589, -0.687)
C (-4.023, -0.355, 0.108)
H (4.629, 0.299, -0.094)
C (-4.826, -2.547, -0.302)
H (-2.154, 3.427, -0.560)
H (3.180, 0.815, -2.270)
H (-0.774, 3.712, 1.700)
C (-2.720, -1.855, -1.273)
C (-0.853, 2.845, 1.040)
O (-4.648, 1.657, 1.326)

## Properties
- LUMO: -0.5 eV
- HOMO level: -8.9589 eV
- Kohn-Sham gap: 8.4784 eV
- Largest force on an atom: 0.7 eV/Å
- SMILES string: O=C(CCN1C(=O)c2ccccc2C1=O)NCCC1=CCCCC1